Entry from the OMol25 dataset: an isolated ion of composition C8H13N2O and charge +1 in a non-equilibrium geometry (ωB97M-V/def2-TZVPD).

Each line ends with the natural charge from an NBO analysis.
Element x y z (Å)
C (1.331, -0.832, -1.009)  -0.44
N (2.000, -0.177, 0.163)  -0.38
C (2.677, 1.107, -0.260)  -0.41
C (1.087, -0.187, 1.362)  0.08
O (0.015, 0.743, 1.084)  -0.48
C (-1.110, 0.219, 0.556)  0.19
C (-1.700, 1.099, -0.355)  -0.21
C (-2.958, 0.702, -0.873)  -0.23
C (-3.497, -0.473, -0.483)  0.01
N (-2.953, -1.312, 0.453)  -0.36
C (-1.777, -0.928, 1.003)  -0.04
H (1.089, -1.876, -0.793)  0.24
H (0.356, -0.395, -1.229)  0.25
H (1.779, -0.789, -1.903)  0.24
H (2.833, -0.877, 0.447)  0.45
H (2.308, 1.569, -1.129)  0.25
H (2.725, 1.666, 0.788)  0.24
H (3.695, 0.862, -0.415)  0.23
H (1.687, 0.125, 2.240)  0.22
H (0.960, -1.294, 1.642)  0.23
H (-1.203, 2.103, -0.413)  0.24
H (-3.455, 1.186, -1.689)  0.24
H (-4.442, -0.709, -1.040)  0.22
H (-1.448, -1.532, 1.851)  0.21

Summary:
* energy: -13525.32628 eV
* orbital gap: 9.03 eV
* LUMO energy: -3.58 eV
* HOMO: -12.620 eV
* charge: +1
* SMILES: C[NH+](C)COc1cccnc1


Entry from the OMol25 dataset: C37H35Cl2FN7O2STi as an isolated structure in a non-equilibrium geometry (ωB97M-V/def2-TZVPD).

Each line ends with the Mulliken spin population.
Element x y z (Å)
Ti (-0.730, 0.295, -0.013)  0.94
Cl (-0.443, 2.247, 6.433)  0.00
C (-0.417, 2.317, 4.703)  0.00
C (-1.080, 1.331, 3.986)  -0.01
C (-1.046, 1.360, 2.606)  -0.03
N (-1.579, 0.358, 1.774)  0.06
C (-2.710, -0.328, 2.027)  -0.01
O (-3.456, -0.272, 2.988)  0.00
C (-2.997, -1.327, 0.916)  0.03
C (-4.051, -2.216, 1.024)  0.00
C (-4.196, -3.189, 0.047)  0.01
C (-3.299, -3.234, -1.010)  0.00
C (-2.304, -2.277, -1.076)  0.03
N (-2.153, -1.346, -0.129)  -0.03
C (-0.392, 2.389, 1.905)  0.04
C (0.268, 3.370, 2.637)  0.00
C (0.259, 3.319, 4.026)  0.00
Cl (1.117, 4.551, 4.892)  0.00
N (-0.532, 2.297, 0.499)  -0.06
C (-0.242, 3.376, -0.263)  0.00
O (0.290, 4.414, 0.105)  0.00
C (-0.552, 3.257, -1.740)  0.02
C (0.058, 4.193, -2.567)  0.00
C (-0.229, 4.192, -3.917)  0.00
C (-1.138, 3.262, -4.389)  0.00
C (-1.686, 2.362, -3.493)  0.01
N (-1.400, 2.325, -2.187)  0.01
H (-1.612, 0.548, 4.505)  0.00
H (-4.699, -2.139, 1.885)  0.00
H (-4.994, -3.918, 0.118)  0.00
H (-3.366, -3.990, -1.780)  0.00
H (-1.603, -2.249, -1.903)  -0.02
H (0.789, 4.170, 2.142)  0.00
H (0.733, 4.905, -2.117)  0.00
H (0.238, 4.905, -4.584)  0.00
H (-1.421, 3.214, -5.431)  0.00
H (-2.380, 1.631, -3.879)  0.00
C (0.334, -3.256, 1.520)  -0.01
C (0.885, -2.475, 2.708)  0.01
C (-0.222, -2.183, 3.722)  0.00
C (1.769, -1.254, 2.427)  -0.02
C (2.565, -0.890, 3.518)  0.01
C (3.526, 0.090, 3.429)  0.00
C (3.781, 0.672, 2.197)  0.00
C (3.027, 0.352, 1.080)  -0.05
C (3.424, 0.942, -0.271)  0.01
C (4.910, 1.300, -0.344)  0.00
C (2.591, 2.155, -0.676)  -0.01
C (1.942, -0.551, 1.224)  0.09
N (1.004, -0.652, 0.139)  -0.06
C (1.389, -1.304, -1.026)  -0.01
C (2.348, -2.320, -1.131)  0.00
C (2.628, -2.916, -2.350)  0.00
C (1.967, -2.536, -3.513)  0.00
C (1.022, -1.520, -3.455)  0.01
C (0.788, -0.951, -2.230)  0.02
F (-0.133, 0.099, -2.145)  0.01
H (-0.146, -4.164, 1.890)  0.00
H (1.120, -3.555, 0.827)  0.00
H (-0.405, -2.689, 0.963)  0.01
H (1.577, -3.162, 3.209)  0.00
H (-0.982, -1.533, 3.298)  0.00
H (0.169, -1.691, 4.613)  0.00
H (-0.703, -3.113, 4.031)  0.00
H (2.425, -1.416, 4.456)  0.00
H (4.109, 0.368, 4.298)  0.00
H (4.589, 1.384, 2.111)  0.00
H (3.268, 0.171, -1.025)  0.00
H (5.146, 2.185, 0.251)  0.00
H (5.172, 1.530, -1.378)  0.00
H (5.544, 0.479, -0.005)  0.00
H (2.636, 2.941, 0.081)  0.00
H (1.549, 1.884, -0.812)  0.03
H (2.956, 2.568, -1.619)  0.00
H (2.889, -2.610, -0.239)  0.00
H (3.379, -3.694, -2.392)  0.00
H (2.189, -3.013, -4.457)  0.00
H (0.478, -1.167, -4.320)  0.00
N (-4.855, -1.888, -3.915)  0.00
C (-3.831, -1.027, -3.719)  0.00
N (-3.899, -0.320, -2.571)  0.00
S (-2.572, -0.922, -4.806)  0.00
H (-5.586, -2.024, -3.239)  0.00
H (-4.809, -2.490, -4.717)  0.00
H (-4.708, -0.404, -1.978)  0.00
H (-3.290, 0.465, -2.397)  0.01

Summary:
* expectation value of S²: 0.75
* energy: -115180.75522 eV
* orbital gap (alpha / beta): 6.95 / 6.93 eV
* LUMO energy (alpha / beta): -0.67 / -0.71 eV
* HOMO (alpha / beta): -7.615 / -7.640 eV
* spin multiplicity: 2


Entry from the OMol25 dataset: C36H39AsBaCl3N6O3PS as an isolated structure (ωB97M-V/def2-TZVPD).

Each line ends with the Löwdin charge.
Element x y z (Å)
Ba (0.496, 0.975, -0.111)  1.70
N (-3.077, 0.746, -3.500)  0.06
C (-2.197, 1.286, -2.620)  -0.94
S (-0.536, 1.243, -3.105)  0.38
N (-2.787, 1.785, -1.545)  -0.04
N (-1.964, 2.336, -0.622)  -0.06
C (-2.539, 2.853, 0.411)  -0.22
C (-4.014, 2.860, 0.623)  -0.21
C (-4.544, 2.201, 1.727)  -0.04
C (-5.915, 2.186, 1.948)  -0.08
C (-6.764, 2.841, 1.069)  -0.09
C (-6.239, 3.505, -0.034)  -0.08
C (-4.872, 3.509, -0.260)  -0.03
C (-1.680, 3.492, 1.439)  -0.22
C (-2.218, 4.413, 2.339)  0.00
C (-1.392, 5.026, 3.262)  -0.05
C (-0.040, 4.723, 3.268)  -0.06
C (0.418, 3.814, 2.332)  -0.14
N (-0.369, 3.209, 1.444)  0.01
H (-2.718, 0.211, -4.268)  0.07
H (-4.036, 0.646, -3.211)  0.09
H (-3.876, 1.696, 2.417)  0.12
H (-6.318, 1.664, 2.806)  0.10
H (-7.833, 2.835, 1.241)  0.10
H (-6.900, 4.015, -0.723)  0.10
H (-4.461, 4.004, -1.129)  0.12
H (-3.275, 4.639, 2.310)  0.12
H (-1.799, 5.737, 3.970)  0.11
H (0.640, 5.173, 3.978)  0.11
H (1.469, 3.544, 2.291)  0.11
N (-2.234, -1.119, -0.135)  0.09
C (-2.387, -2.452, -0.524)  -0.31
C (-3.667, -2.944, -0.803)  -0.04
C (-3.853, -4.248, -1.217)  -0.09
C (-2.765, -5.106, -1.358)  -0.09
C (-1.496, -4.618, -1.105)  -0.10
C (-1.280, -3.302, -0.699)  -0.31
P (0.413, -2.618, -0.568)  1.07
C (1.226, -3.394, -2.012)  -0.38
C (1.057, -2.752, -3.240)  -0.10
C (1.621, -3.281, -4.391)  -0.08
C (2.378, -4.444, -4.323)  -0.09
C (2.565, -5.077, -3.103)  -0.08
C (1.989, -4.556, -1.952)  -0.10
C (1.160, -3.475, 0.861)  -0.38
C (0.440, -4.301, 1.718)  -0.08
C (1.051, -4.861, 2.834)  -0.09
C (2.386, -4.605, 3.101)  -0.10
C (3.111, -3.775, 2.254)  -0.08
C (2.500, -3.206, 1.151)  -0.12
H (-1.634, -0.952, 0.660)  0.02
H (-3.100, -0.608, -0.057)  0.08
H (-4.518, -2.285, -0.677)  0.11
H (-4.855, -4.603, -1.423)  0.10
H (-2.908, -6.130, -1.677)  0.10
H (-0.641, -5.268, -1.250)  0.11
H (0.473, -1.837, -3.293)  0.07
H (1.476, -2.782, -5.340)  0.10
H (2.825, -4.853, -5.220)  0.10
H (3.159, -5.981, -3.046)  0.10
H (2.140, -5.052, -1.000)  0.10
H (-0.603, -4.505, 1.514)  0.10
H (0.477, -5.498, 3.496)  0.10
H (2.859, -5.039, 3.972)  0.10
H (4.149, -3.555, 2.469)  0.10
H (3.062, -2.535, 0.511)  0.11
Cl (0.910, -1.607, 4.876)  0.62
C (0.907, 0.034, 4.195)  -1.50
Cl (-0.498, 0.932, 4.793)  0.60
Cl (2.382, 0.883, 4.697)  0.58
C (0.839, -0.129, 2.633)  -0.92
O (-0.306, -0.281, 2.156)  -0.22
O (1.915, -0.062, 2.014)  -0.18
C (2.849, 3.713, -3.016)  -0.19
As (3.725, 2.943, -1.497)  0.95
C (4.722, 4.306, -0.605)  -0.20
C (4.976, 1.635, -2.114)  -0.20
O (2.606, 2.280, -0.476)  -0.78
H (3.567, 4.024, -3.773)  0.04
H (2.268, 4.570, -2.680)  0.05
H (2.165, 2.966, -3.421)  0.02
H (5.419, 4.789, -1.289)  0.04
H (5.260, 3.820, 0.208)  0.03
H (4.021, 5.038, -0.207)  0.04
H (5.670, 2.072, -2.830)  0.04
H (4.420, 0.824, -2.581)  0.04
H (5.506, 1.273, -1.235)  0.02
N (4.996, 1.267, 1.352)  0.03
H (5.150, 1.645, 2.281)  0.02
H (5.315, 0.305, 1.401)  0.02
H (3.985, 1.212, 1.244)  -0.02

Summary:
* energy: -172276.75221 eV
* orbital gap: 7.46 eV
* LUMO energy: 0.16 eV
* HOMO: -7.299 eV